Record 1
This record from the OMol25 dataset describes a single C4H7NO2 molecule at a distorted geometry. The level of theory is ωB97M-V with the def2-TZVPD basis set.

Last column: Löwdin charge in e.
Atoms and positions in Å:
C  0.63785  -0.60453  -0.47012  -0.36
C  0.13909  0.68196  0.01707  -0.25
C  -2.20006  -0.13018  -0.51631  -0.08
C  0.56010  1.60835  0.85668  0.09
O  0.30773  -1.71442  0.27983  0.03
O  2.15086  -0.22732  -0.37287  -0.08
N  -1.36414  0.80156  -0.42717  0.03
H  0.46313  -1.52493  1.21481  0.12
H  2.65242  -1.04907  -0.29491  0.07
H  0.40315  -0.81072  -1.51849  0.16
H  -2.00458  -1.19111  -0.32195  0.07
H  -3.22950  0.12410  -0.76002  0.06
H  1.58324  1.61800  1.19057  0.07
H  -0.09928  2.41831  1.12286  0.07

The structure (SMILES) is C=NC(=C)C(O)O. The calculation puts the energy above the lowest of the compared OMol25 structures with the same formula, charge and spin at 3.2531 eV. The HOMO-LUMO gap comes out at 9.804 eV. The multiplicity is 1. The value obtained for the largest force on an atom is 5.78 eV/A. The charge is 0. For the lowest unoccupied orbital energy, the calculation gives 0.72 eV. As for the HOMO energy: -9.0835 eV.

=====

Record 2
This record from the OMol25 dataset describes a single C4H7NO2 molecule. The level of theory is ωB97M-V with the def2-TZVPD basis set.

Last column: Löwdin charge in e.
Atoms and positions in Å:
C  -0.85532  -0.70723  1.07070  0.00
C  -0.32776  -0.03058  -1.58123  -0.12
C  -0.19035  1.07227  -0.56156  -0.20
N  0.21909  0.22842  0.61315  -0.06
C  1.35408  -0.59959  -0.05011  -0.54
O  2.24496  -1.03072  0.63132  0.13
O  1.05514  -0.68513  -1.28639  0.03
H  -0.58743  -1.08102  2.05784  0.10
H  -0.95395  -1.51239  0.34086  0.10
H  -1.80002  -0.16082  1.10224  0.10
H  -0.20652  0.34784  -2.59920  0.05
H  -1.11581  1.60911  -0.33581  0.12
H  0.64658  1.79195  -0.67240  0.12
H  0.62592  0.74841  1.39430  0.18

The calculation puts the energy above the lowest of the compared OMol25 structures with the same formula, charge and spin at 3.9269 eV. The HOMO-LUMO gap comes out at 7.513 eV. The multiplicity is 1. The value obtained for the largest force on an atom is 0.60 eV/A. The charge is 0. For the lowest unoccupied orbital energy, the calculation gives 0.45 eV. As for the HOMO energy: -7.0660 eV.

=====

Record 3
This record from the OMol25 dataset describes a single C4H7NO2 molecule. The level of theory is ωB97M-V with the def2-TZVPD basis set.

Last column: Löwdin charge in e.
Atoms and positions in Å:
C  -1.88297  -1.26786  0.58207  -0.13
N  -0.84224  -0.46116  -0.01255  0.00
C  -0.82338  0.77000  0.23701  -0.23
O  0.09379  1.62273  -0.27608  0.04
C  1.19103  1.12394  -0.99251  -0.48
O  1.41395  1.58752  -2.06947  0.15
C  2.05542  0.13565  -0.26385  0.01
H  -2.57186  -0.70887  1.23435  0.07
H  -2.45893  -1.74394  -0.21790  0.08
H  -1.41838  -2.06508  1.17107  0.08
H  -1.54177  1.32112  0.85290  0.15
H  2.38357  0.55583  0.69155  0.10
H  2.92215  -0.10323  -0.87946  0.09
H  1.47962  -0.76667  -0.05713  0.07

The structure (SMILES) is C/N=C/OC(C)=O. The calculation puts the energy above the lowest of the compared OMol25 structures with the same formula, charge and spin at 1.1730 eV. The HOMO-LUMO gap comes out at 11.253 eV. The multiplicity is 1. The value obtained for the largest force on an atom is 0.52 eV/A. The charge is 0. For the lowest unoccupied orbital energy, the calculation gives 0.95 eV. As for the HOMO energy: -10.3003 eV.

=====

Record 4
This record from the OMol25 dataset describes a single C4H7NO2 molecule. The level of theory is ωB97M-V with the def2-TZVPD basis set.

Last column: Löwdin charge in e.
Atoms and positions in Å:
O  -1.76964  -0.11057  -1.19914  -0.01
C  -1.26255  -0.22525  0.10323  -0.33
C  -0.01886  -1.13457  0.08783  -0.08
N  0.77613  0.07231  -0.11144  -0.08
C  -0.24944  0.86649  0.54592  -0.07
C  2.07362  0.32936  -0.38281  -0.33
O  2.58471  1.43040  -0.31388  0.02
H  -2.44927  0.57454  -1.21019  0.10
H  -2.04293  -0.47294  0.83228  0.14
H  0.13741  -1.49520  1.11752  0.12
H  0.05873  -1.92349  -0.66434  0.13
H  -0.12386  0.74625  1.63716  0.13
H  -0.33492  1.91978  0.26872  0.13
H  2.62088  -0.57708  -0.71088  0.14

The structure (SMILES) is O=CN1CC(O)C1. The calculation puts the energy above the lowest of the compared OMol25 structures with the same formula, charge and spin at 1.9608 eV. The HOMO-LUMO gap comes out at 10.037 eV. The multiplicity is 1. The value obtained for the largest force on an atom is 0.50 eV/A. The charge is 0. For the lowest unoccupied orbital energy, the calculation gives 0.64 eV. As for the HOMO energy: -9.4017 eV.

=====

Record 5
This record from the OMol25 dataset describes a single C4H7NO2 molecule at a distorted geometry. The level of theory is ωB97M-V with the def2-TZVPD basis set.

Last column: Löwdin charge in e.
Atoms and positions in Å:
C  -0.75241  -1.14530  -0.17598  -0.02
C  -0.31801  0.23829  -0.46335  -0.36
C  -1.15134  1.17237  0.33698  -0.11
O  -1.58075  0.87570  1.51867  0.07
C  1.17474  0.54223  -0.21275  -0.52
O  1.55323  1.61866  0.22293  0.05
N  1.95913  -0.49750  -0.55448  0.17
H  -1.26074  -0.05845  1.66554  0.13
H  -1.70442  -1.48841  -0.56733  0.04
H  -0.35857  -1.65377  0.70617  0.05
H  -0.51968  0.51012  -1.51226  0.16
H  -1.57680  2.10173  -0.04123  0.13
H  1.48753  -1.37330  -0.76220  0.09
H  2.94719  -0.46162  -0.36068  0.12

The calculation puts the energy above the lowest of the compared OMol25 structures with the same formula, charge and spin at 4.0062 eV. The HOMO-LUMO gap (alpha / beta) comes out at 6.130 / 8.906 eV. The multiplicity is 1. The value obtained for the largest force on an atom is 1.95 eV/A. The charge is 0. For the lowest unoccupied orbital energy (alpha / beta), the calculation gives -0.65 / 0.70 eV. As for the HOMO energy (alpha / beta): -6.7838 / -8.2016 eV.

=====

Record 6
This record from the OMol25 dataset describes a single C4H7NO2 molecule at a distorted geometry. The level of theory is ωB97M-V with the def2-TZVPD basis set.

Last column: Löwdin charge in e.
Atoms and positions in Å:
O  -1.28987  -2.10016  0.36780  -0.09
N  -1.64784  -0.75755  0.67431  0.02
C  -0.68215  -0.02370  0.28890  -0.38
C  -0.16180  1.25293  0.76877  -0.05
C  0.93957  1.33674  -0.28628  -0.11
C  0.44912  -0.04993  -0.75540  -0.33
O  1.40178  -1.05760  -0.75949  0.01
H  -2.08926  -2.58015  0.60490  0.08
H  0.25557  0.19532  1.38262  0.24
H  -0.76171  2.12932  1.08888  0.13
H  1.95109  1.38562  0.12797  0.11
H  0.84770  2.11163  -1.05724  0.11
H  -0.10958  0.04043  -1.69559  0.16
H  0.89739  -1.88290  -0.75016  0.09

The structure (SMILES) is O/N=C1/CC[C@H]1O. The calculation puts the energy above the lowest of the compared OMol25 structures with the same formula, charge and spin at 5.6198 eV. The HOMO-LUMO gap comes out at 9.470 eV. The multiplicity is 1. The value obtained for the largest force on an atom is 3.77 eV/A. The charge is 0. For the lowest unoccupied orbital energy, the calculation gives 0.82 eV. As for the HOMO energy: -8.6502 eV.

=====

Record 7
This record from the OMol25 dataset describes an isolated ion of composition C4H7NO2S and charge -2 at a distorted geometry. The level of theory is ωB97M-V with the def2-TZVPD basis set.

Last column: Löwdin charge in e.
Atoms and positions in Å:
O  1.31245  -1.51458  1.14012  0.00
C  0.52397  -0.69306  1.54812  -0.26
C  -0.38912  0.17617  0.70786  -0.45
C  0.40560  1.39220  0.21469  -0.72
S  0.43450  2.79231  1.41804  -0.02
N  -0.97371  -0.72298  -0.31682  -0.04
C  -0.19836  -0.95286  -1.61131  -0.59
O  -0.81083  -0.41600  -2.65456  -0.36
H  0.49469  -0.53560  2.65608  0.10
H  -1.18093  0.53865  1.35104  0.09
H  -0.04689  1.69312  -0.72834  0.04
H  1.45409  1.16864  0.02223  0.03
H  -1.77518  -0.23477  -0.71987  0.07
H  -0.09506  -2.07142  -1.62163  0.06
H  0.84478  -0.61983  -1.40566  0.07

The structure (SMILES) is O=C[C@@H](C[S-])NC[O-]. The calculation puts the energy above the lowest of the compared OMol25 structures with the same formula, charge and spin at 3.2337 eV. The HOMO-LUMO gap comes out at 5.553 eV. The multiplicity is 1. The value obtained for the largest force on an atom is 1.58 eV/A. The charge is -2. For the lowest unoccupied orbital energy, the calculation gives 6.04 eV. As for the HOMO energy: 0.4902 eV.

=====

Record 8
This record from the OMol25 dataset describes C4H7NO2S as an isolated structure at a distorted geometry. The level of theory is ωB97M-V with the def2-TZVPD basis set.

Last column: Löwdin charge in e.
Atoms and positions in Å:
C  -0.66680  -1.12406  0.03338  -0.46
C  0.89924  -1.28154  -0.37506  -0.15
C  1.09890  2.29209  0.17953  0.04
C  -1.67992  -0.28910  -0.80023  -0.50
H  -0.62288  -0.02359  1.76235  0.11
H  -1.11502  -2.09033  0.23620  0.14
H  1.37945  -1.76106  0.58952  0.14
H  1.33706  -2.01362  -1.07643  0.12
H  0.87899  2.97635  -0.95201  0.16
H  1.23331  2.97399  1.02474  0.02
H  -2.22879  -0.62491  -1.86024  0.11
N  1.36922  0.81536  0.56410  0.02
O  -0.98264  -0.92315  1.37987  -0.17
O  1.43963  0.00133  -0.64719  -0.23
S  -2.33974  1.07227  -0.05851  0.64

The calculation puts the energy above the lowest of the compared OMol25 structures with the same formula, charge and spin at 8.8941 eV. The HOMO-LUMO gap comes out at 8.180 eV. The multiplicity is 1. The value obtained for the largest force on an atom is 8.31 eV/A. The charge is 0. For the lowest unoccupied orbital energy, the calculation gives -0.54 eV. As for the HOMO energy: -8.7217 eV.

=====

Record 9
This record from the OMol25 dataset describes a single C4H7NO2S molecule at a distorted geometry. The level of theory is ωB97M-V with the def2-TZVPD basis set.

Last column: Löwdin charge in e.
Atoms and positions in Å:
C  -0.92288  -0.40823  1.33896  -0.10
C  0.91052  -0.44802  -0.38840  -0.07
C  1.68433  0.88451  -0.28057  -0.46
C  -1.39765  -0.42284  -0.97879  -0.80
H  0.09667  -0.53725  1.99883  0.13
H  -1.59904  -1.34143  1.68245  0.11
H  -1.70446  0.46027  1.64627  0.12
H  1.08345  -0.98637  -1.31372  0.13
H  1.35755  -1.27130  0.29096  0.16
H  1.22433  2.64540  -0.53302  0.13
H  -0.87962  -0.46748  -1.92142  0.07
N  -0.52235  -0.43658  -0.06711  -0.26
O  0.77038  1.82497  -0.40896  0.15
O  2.92289  0.94029  -0.10671  0.08
S  -3.02411  -0.43593  -0.95876  0.61

The structure (SMILES) is CN(C=S)CC(=O)O. The calculation puts the energy above the lowest of the compared OMol25 structures with the same formula, charge and spin at 2.2884 eV. The HOMO-LUMO gap comes out at 8.666 eV. The multiplicity is 1. The value obtained for the largest force on an atom is 4.61 eV/A. The charge is 0. For the lowest unoccupied orbital energy, the calculation gives 0.35 eV. As for the HOMO energy: -8.3116 eV.

=====

Record 10
This record from the OMol25 dataset describes an isolated ion of composition C4H7NO2S and charge +1 at a distorted geometry. The level of theory is ωB97M-V with the def2-TZVPD basis set.

Last column: Löwdin charge in e.
Atoms and positions in Å:
O  -0.71537  0.66669  -1.78537  0.11
C  -0.63009  -0.05697  -0.81490  -0.46
N  -1.51886  -1.07531  -0.61034  0.16
C  -1.58902  -1.94783  0.47973  -0.29
O  -2.39804  -2.81769  0.55063  0.12
C  0.47260  0.19004  0.18288  -0.16
C  1.27108  1.39667  -0.32244  -0.48
S  2.61534  1.88937  0.70307  1.20
H  -2.24875  -1.13933  -1.31484  0.18
H  -0.85520  -1.72039  1.26335  0.13
H  1.09431  -0.69387  0.36410  0.14
H  0.04903  0.42947  1.17267  0.13
H  0.60143  2.25858  -0.42202  0.13
H  1.66335  1.23883  -1.32963  0.12
H  2.18818  1.38173  1.88312  -0.02

The expectation value of S² is 0.75. The calculation puts the energy above the lowest of the compared OMol25 structures with the same formula, charge and spin at 0.0000 eV. The HOMO-LUMO gap (alpha / beta) comes out at 9.689 / 4.533 eV. The multiplicity is 2. The value obtained for the largest force on an atom is 1.14 eV/A. The charge is +1. For the lowest unoccupied orbital energy (alpha / beta), the calculation gives -4.33 / -9.48 eV. As for the HOMO energy (alpha / beta): -14.0205 / -14.0086 eV.

=====

Record 11
This record from the OMol25 dataset describes a 2-piece molecular cluster, C4H7NO3 overall at a distorted geometry. The level of theory is ωB97M-V with the def2-TZVPD basis set.

Last column: Löwdin charge in e.
Atoms and positions in Å:
C  -0.18892  -1.83182  0.66643  0.01
C  -0.41532  -0.35069  0.81342  -0.52
O  -1.69137  0.05791  0.94036  0.14
O  0.48450  0.37298  1.30059  0.01
H  -2.32008  -0.63887  0.70896  0.13
H  -0.81656  -2.25793  -0.11505  0.09
H  -0.41688  -2.30814  1.62234  0.10
H  0.85495  -2.03005  0.43763  0.09
C  0.53506  1.95316  -0.07820  -0.28
C  0.24961  0.93997  -1.41781  -0.18
N  1.13026  0.19619  -1.92657  0.09
O  -0.16781  2.91784  0.01619  0.05
H  1.71090  -0.24790  -1.20767  0.05
H  1.55334  1.83652  0.30938  0.12
H  -0.50168  1.39084  -2.06999  0.10

The structure (SMILES) is [H]/N=C\C=O.CC(=O)O. The calculation puts the energy above the lowest of the compared OMol25 structures with the same formula, charge and spin at 3.6376 eV. The HOMO-LUMO gap comes out at 9.017 eV. The multiplicity is 1. The value obtained for the largest force on an atom is 4.63 eV/A. The charge is 0. For the lowest unoccupied orbital energy, the calculation gives 0.07 eV. As for the HOMO energy: -8.9466 eV.

=====

Record 12
This record from the OMol25 dataset describes a 2-piece molecular cluster, C4H7NO3 overall. The level of theory is ωB97M-V with the def2-TZVPD basis set.

Last column: Löwdin charge in e.
Atoms and positions in Å:
C  -0.68224  -1.36901  0.67809  -0.54
C  -1.46947  -0.12478  0.76644  -0.07
C  -1.60498  0.69381  -0.26795  0.08
O  -0.83553  -2.13060  1.75943  0.12
O  0.02609  -1.69296  -0.24793  0.07
H  -0.30746  -2.94302  1.68630  0.14
H  -1.94288  0.04520  1.72277  0.11
H  -2.17525  1.60366  -0.20176  0.07
H  -1.13574  0.47392  -1.21235  0.07
N  1.61233  0.48055  -1.32121  0.12
C  1.82056  1.30454  -0.27870  -0.46
O  2.03156  2.48662  -0.35928  0.01
H  1.57396  0.87387  -2.24360  0.11
H  1.28053  -0.46709  -1.17447  0.06
H  1.80851  0.76529  0.69424  0.13

The structure (SMILES) is C=CC(=O)O.NC=O. The calculation puts the energy above the lowest of the compared OMol25 structures with the same formula, charge and spin at 1.0711 eV. The HOMO-LUMO gap comes out at 9.905 eV. The multiplicity is 1. The value obtained for the largest force on an atom is 0.72 eV/A. The charge is 0. For the lowest unoccupied orbital energy, the calculation gives 0.14 eV. As for the HOMO energy: -9.7608 eV.